# 1
Below is C8H10N4OS in the gas phase, with properties calculated with the ωB97M-V functional and the def2-TZVPD basis.

## Properties
Orbital gap, eV: 6.40
2S+1: 1
SMILES string: C(n1nncc1C1CC1)#S1=NOCC1
E, eV: -27291.214
Energy above the lowest of the compared OMol25 structures with the same formula, charge and spin, kJ/mol: 848.9

XYZ file:
```
24
Properties=species:S:1:pos:R:3:forces:R:3
S 1.807452 -2.393910 1.439532 0.1 2.4 -1.1
O 0.684088 -3.046914 3.472574 0.2 0.3 0.3
N -0.475888 -2.825294 -0.541463 0.8 0.0 -0.7
N -1.317181 -2.925494 -1.478220 0.0 -2.0 1.9
N 1.473523 -3.547707 2.423294 -1.0 -1.0 0.1
N -0.160380 -1.432607 -0.470346 1.6 0.2 3.0
C -0.913352 -0.764456 -1.365478 -2.5 -0.9 0.0
C -2.363537 1.222463 -1.638721 -0.8 1.8 0.9
C 2.076443 -1.167201 2.727782 -0.3 1.2 0.9
C 0.571670 -0.817842 0.534585 -0.4 -3.0 -1.6
C -1.281646 1.383054 -2.644321 0.1 1.9 0.4
C -1.756097 -1.740008 -1.895969 1.1 1.9 -2.8
C -1.002001 0.655643 -1.307574 1.0 2.1 -1.3
C 1.096952 -1.709694 3.837900 -0.5 0.9 0.6
H -2.337326 -1.750463 -2.841680 0.1 0.5 1.1
H 1.592887 -1.766788 4.860222 -0.5 0.2 -1.3
H -1.452171 0.954157 -3.618664 0.5 -0.6 0.1
H 3.128499 -1.203627 3.072773 -0.6 -0.1 -0.3
H -3.059406 0.419676 -1.909352 -0.1 0.7 0.5
H -0.222250 1.181965 -0.689622 -1.3 -0.7 -0.5
H -2.767686 2.183818 -1.106214 0.7 -2.2 -0.9
H 0.124342 -1.085805 3.921421 1.6 -0.9 -0.2
H 1.815123 -0.129996 2.337367 0.4 -1.5 0.7
H -0.841809 2.415192 -2.682210 -0.4 -1.2 -0.1
```
Positions in Å, forces in eV/Å.



# 2
Below is C8H10N6O in the gas phase, with properties calculated with the ωB97M-V functional and the def2-TZVPD basis.

## Properties
Orbital gap (alpha / beta), eV: 7.10 / 7.10
2S+1: 1
E, eV: -19438.620
Energy above the lowest of the compared OMol25 structures with the same formula, charge and spin, kJ/mol: 538.0

XYZ file:
```
25
Properties=species:S:1:pos:R:3:forces:R:3
O 2.914001 0.440459 0.040292 0.5 0.5 0.0
N 4.516882 1.548707 0.990278 -1.7 -0.8 -0.9
N 1.063476 -0.532958 -0.760285 2.2 0.1 0.8
N 1.325110 -2.712465 -0.162078 0.3 -0.9 -2.0
N 1.210706 -3.641920 0.689918 0.6 0.6 0.1
N 1.216734 -1.486818 0.236713 0.0 0.8 2.1
N 3.556298 1.748440 0.267123 -0.2 -1.4 0.2
C -1.246212 0.000156 -0.537099 1.6 0.2 -1.8
C -1.352319 1.389445 -0.380352 1.5 0.3 -0.7
C -0.156122 -0.575494 -1.461040 -1.7 -1.9 0.8
C 1.828253 0.521274 -0.761986 1.6 -4.3 3.0
C -2.991496 -0.265738 0.994431 1.9 0.0 -0.8
C -3.117338 1.102599 1.148068 -0.6 0.1 -1.0
C -2.306589 1.984424 0.378531 -0.3 0.2 1.9
C -2.013046 -0.853150 0.164341 -1.8 1.1 0.3
H 1.711002 1.436958 -1.133308 -1.3 3.3 -2.1
H -0.282168 -1.681057 -1.690342 -0.3 1.4 0.2
H -0.566947 2.052712 -0.777774 -0.5 -0.5 -0.3
H -2.237096 3.096898 0.553264 -0.6 -1.4 -0.3
H 4.841639 2.474139 1.153332 0.9 1.3 0.3
H 1.540456 -4.500799 0.211283 -0.6 0.6 0.0
H -0.004693 -0.064340 -2.346380 -0.2 1.2 -2.0
H -2.033685 -1.906934 -0.022238 0.4 -0.4 0.2
H -3.965377 1.467161 1.698996 0.1 0.3 0.5
H -3.451478 -1.041710 1.506311 -1.8 -0.5 1.4
```
Positions in Å, forces in eV/Å.



# 3
Below is a gas-phase ion, C8H10NO2 (charge +1), with properties calculated with the ωB97M-V functional and the def2-TZVPD basis.

## Properties
Orbital gap (alpha / beta), eV: 7.55 / 7.55
Total charge: +1
2S+1: 1
E, eV: -14034.551
Energy above the lowest of the compared OMol25 structures with the same formula, charge and spin, kJ/mol: 235.6

XYZ file:
```
21
Properties=species:S:1:pos:R:3:forces:R:3
O -0.690099 1.274335 -1.085763 -3.4 -0.5 1.0
O -1.948303 1.155551 1.246550 -0.3 -0.8 -0.5
N -2.042859 -0.805510 0.081524 -0.2 0.0 0.5
C 1.515124 1.540059 -0.238449 -0.3 -0.1 -0.3
C 2.644636 0.914469 0.243677 0.0 -0.1 0.1
C 1.528948 -1.221772 0.249913 0.3 0.0 0.0
C 0.394486 0.764753 -0.566612 1.0 -0.8 0.7
C 2.652200 -0.453413 0.507611 0.0 -0.1 0.0
C -2.223250 0.632574 0.057982 2.9 1.9 -1.1
C 0.418504 -0.629020 -0.324319 -0.4 0.5 0.0
C -0.824133 -1.342964 -0.707909 1.2 0.0 -0.7
H -2.982266 1.044328 -0.594189 0.0 -0.1 0.0
H -1.890427 -1.058857 1.069942 -0.2 -0.1 -0.2
H 3.537702 -0.909861 0.920494 0.1 -0.1 0.0
H -1.047393 -1.144015 -1.758710 -0.3 0.0 0.2
H 1.489194 2.599734 -0.437384 0.0 0.1 0.0
H -1.965110 2.125091 1.244103 -0.1 0.0 -0.1
H -2.869916 -1.289364 -0.285120 0.0 0.1 0.2
H -0.757399 -2.415659 -0.527543 -0.3 0.1 0.1
H 3.527616 1.501429 0.446751 0.1 0.0 0.0
H 1.532736 -2.281882 0.457448 0.0 -0.1 0.0
```
Positions in Å, forces in eV/Å.



# 4
Below is C8H10NP in the gas phase, with properties calculated with the ωB97M-V functional and the def2-TZVPD basis.

## Properties
Orbital gap, eV: 9.38
2S+1: 1
SMILES string: C[C@H]1NPc2ccccc21
E, eV: -19234.767
Energy above the lowest of the compared OMol25 structures with the same formula, charge and spin, kJ/mol: 103.2

XYZ file:
```
20
Properties=species:S:1:pos:R:3:forces:R:3
P -0.330371 -0.523620 -2.581402 3.5 -1.7 1.4
N 1.426407 -1.296793 -1.566946 -3.7 0.5 -0.8
C 0.346108 1.316515 0.980234 0.8 -0.7 0.8
C 0.433788 0.428240 -0.065952 -2.6 0.6 -2.3
C 0.350745 -1.949636 0.554665 3.0 0.6 2.1
C 1.169454 -0.874034 -0.129744 1.2 1.8 -2.4
C -0.699390 2.285995 0.941479 1.8 0.1 3.1
C -0.465779 0.612288 -1.204381 -0.3 0.9 0.8
C -1.428770 1.627833 -1.257512 2.1 -0.3 3.3
C -1.552313 2.428568 -0.106592 0.0 0.2 0.3
H -2.098595 1.805057 -2.005678 -1.4 0.0 -2.3
H -0.053812 -2.539066 -0.179561 -1.1 -1.5 -1.6
H 2.171542 -0.884619 -2.111799 0.3 0.6 0.7
H -0.395614 -1.543102 1.213118 -0.2 0.1 0.3
H -0.822566 2.917390 1.900816 0.1 -0.9 -1.8
H 1.104259 1.110101 1.837816 -1.7 0.9 -1.2
H -2.283737 3.182819 0.132189 -0.5 0.1 -1.0
H 1.123815 -2.529996 1.111072 -1.0 -0.1 -0.1
H -1.003752 -1.617423 -2.011001 -0.4 0.0 0.0
H 2.143777 -0.547604 0.238038 0.3 -1.1 0.7
```
Positions in Å, forces in eV/Å.



Number 1: largest force on an atom 3.6 eV Å⁻¹, M 210.26 g/mol. Number 2: largest force on an atom 5.4 eV Å⁻¹, M 206.21 g/mol. Number 3: largest force on an atom 3.6 eV Å⁻¹, M 152.17 g/mol. Number 4: largest force on an atom 4.1 eV Å⁻¹, M 151.15 g/mol.